8
Properties=species:S:1:pos:R:3 method="wB97M-V/def2-TZVPD" e_above_lowest_kcal_mol=41.29 gap_ev=6.72 total_charge=-2 multiplicity=1 e_homo_ev=0.80
F 0.738 -1.680 -0.654
O -1.446 0.054 -1.443
F 1.832 0.066 -0.164
P -0.876 0.625 -0.160
C 0.655 -0.514 0.062
O -1.544 0.351 1.162
H 0.961 -0.903 1.503
O -0.318 2.001 -0.305

---

93
Properties=species:S:1:pos:R:3 method="wB97M-V/def2-TZVPD" e_above_lowest_kcal_mol=1.05 gap_ev=5.82 multiplicity=1 e_homo_ev=-6.65
H -6.084 -1.415 -0.835
H -1.955 -1.429 3.489
C -3.425 -2.097 1.150
C -0.324 -4.860 -1.834
C 0.070 -3.947 2.473
C 4.330 1.793 1.653
C 1.864 -3.892 -1.611
H 4.688 3.856 -4.096
H 1.297 0.327 -4.780
F -0.974 3.807 2.870
C 2.655 1.692 -5.722
C 2.884 2.367 1.662
C -0.302 0.765 3.900
Pd 0.661 0.139 0.643
P -0.617 -1.778 0.861
C 0.079 3.164 -1.775
C -2.260 3.356 -1.269
H -3.218 -2.579 2.095
S -1.471 -0.542 -2.057
C 3.946 3.083 -4.247
H 2.390 1.377 -6.723
C 2.363 1.508 -3.335
C -1.275 -3.029 4.719
H 1.130 2.639 0.355
C -5.057 -1.467 -0.499
H 0.604 -4.317 1.608
H 2.654 -0.968 4.401
H 2.596 -1.832 2.862
C 3.613 2.678 -5.532
P 1.448 0.700 -1.968
C -2.725 -1.032 -0.862
C -1.358 -2.330 3.526
H -4.228 -0.613 -2.302
C 2.026 2.043 0.477
H -1.880 -3.959 -0.673
C 1.360 -2.965 -0.710
C 1.988 -1.297 3.594
H 5.104 2.548 1.795
C 1.023 -4.838 -2.175
H 1.413 -5.555 -2.885
H 0.745 -5.551 3.715
H 2.913 -3.868 -1.879
C 4.875 1.254 4.165
H 5.653 0.454 0.488
C 4.662 0.895 0.507
C 4.466 2.031 5.164
C -0.681 -2.776 2.390
H -3.369 1.531 -1.223
C 2.041 1.102 -4.629
C -4.747 -2.016 0.732
C 3.775 0.561 -0.433
H -0.920 5.021 -1.428
F -0.805 2.276 1.305
C -2.385 -1.608 0.367
C -0.827 -3.940 -0.930
H 5.846 0.773 4.203
H -0.229 0.326 4.900
C 2.437 1.185 -0.500
H 4.031 -0.075 2.752
H 2.862 3.444 1.828
C 2.303 2.534 4.126
C -2.400 1.986 -1.374
C 2.571 1.597 2.984
H -1.240 0.471 3.435
C 3.319 2.505 -3.151
Si 1.188 0.256 2.904
H -3.109 3.968 -1.002
H -0.985 -5.593 -2.278
H 3.572 2.842 -2.154
H 1.045 3.628 -1.942
C -0.023 1.773 -1.807
C -1.288 1.196 -1.637
O -2.133 -0.563 -3.389
F -2.612 2.435 2.530
C -4.035 -0.994 -1.307
H 5.104 2.191 6.024
H 2.927 3.414 5.919
H 4.099 3.133 -6.386
H -0.365 1.847 3.976
C -1.770 3.296 1.821
H 2.010 -2.211 -0.278
H -1.804 -2.665 5.590
H 1.375 3.093 4.088
C -1.023 3.947 -1.499
H -5.530 -2.405 1.371
C 3.165 2.718 5.124
H 4.041 -0.136 -1.221
H -0.441 -4.730 5.729
C -0.511 -4.186 4.796
C 0.153 -4.647 3.668
C 4.020 0.996 2.964
H 1.269 -1.990 4.024
C 0.014 -2.982 -0.364

---

10
Properties=species:S:1:pos:R:3 method="wB97M-V/def2-TZVPD" e_above_lowest_kcal_mol=66.81 gap_ev=9.04 smiles=Oc1ncc[nH]1 multiplicity=1 e_homo_ev=-8.42
C 1.169 -0.279 -0.480
N -0.033 0.569 1.225
H 1.626 1.178 -0.089
O -2.127 -0.159 0.425
C 1.291 0.422 0.711
H 1.983 -0.563 -1.132
H -0.569 -0.870 -1.569
H -2.395 0.252 1.261
C -0.800 -0.017 0.369
N -0.145 -0.533 -0.722

---

76
Properties=species:S:1:pos:R:3 method="wB97M-V/def2-TZVPD" gap_ev=4.89 total_charge=+2 multiplicity=1 e_homo_ev=-13.18
H -0.044 -3.041 -5.458
H -1.033 2.695 -5.698
H -0.277 -4.130 -3.079
C -1.513 2.947 -4.752
C 0.054 -2.562 0.719
H 2.008 3.649 -2.873
C 0.017 -2.100 -4.930
C -0.747 3.038 2.541
C -0.528 2.983 4.998
F 1.127 -0.764 4.687
N 1.724 0.429 -0.436
N 2.705 -1.565 7.099
H 0.759 1.186 -5.400
C 0.577 -3.761 1.151
C 0.697 1.143 6.075
H 1.251 4.792 -3.982
C -0.356 -2.051 -3.600
H -1.018 -3.099 -1.840
C 1.337 3.731 -3.730
H -2.301 2.213 -4.570
C -1.318 4.352 2.480
H -0.763 -2.098 1.248
C -2.947 -0.991 1.221
N 0.521 -1.915 -0.362
H -1.486 4.975 -2.360
C 1.383 1.279 8.434
H -0.426 4.266 -1.155
C 0.033 0.272 -3.602
C -0.004 2.422 6.102
C -0.488 2.472 1.267
H -3.122 -1.774 1.946
C 2.243 -5.621 0.950
C 2.940 0.425 -0.425
Si -0.338 3.073 -3.329
N -0.119 1.345 -2.716
N -0.294 -0.868 -2.947
H 2.745 -6.226 -0.965
C -0.908 -3.258 -2.906
C 1.535 -2.474 -1.036
H -1.891 -3.484 -3.323
F -0.099 3.063 7.240
H 1.810 3.235 -4.579
H -3.133 2.139 0.108
H 3.272 -7.249 0.320
C -2.523 -1.164 -0.061
C 0.651 0.458 4.790
C 2.096 -0.592 7.103
C 0.123 1.033 3.700
N 2.807 -6.407 0.021
H 2.922 -4.063 -1.261
C -0.413 2.372 3.695
H -3.614 0.835 2.350
Ta -0.156 0.299 -1.032
H -2.393 -2.105 -0.572
H 1.915 -1.933 -1.893
H -1.994 3.920 -4.889
F -1.145 4.146 5.099
C -3.221 0.413 1.436
N -0.287 2.082 0.202
S 2.256 -5.946 2.550
N 1.433 1.731 9.488
C 1.350 0.638 7.150
O 4.093 0.401 -0.412
H -2.811 0.248 -1.730
H -1.991 3.510 -1.526
C 1.621 -4.350 0.449
C 0.449 0.272 -4.916
H 0.753 -0.992 -6.614
C -2.961 1.087 0.288
H 0.189 -4.239 2.039
C 0.443 -0.945 -5.577
N -1.803 5.388 2.370
C -2.422 0.152 -0.713
C -1.128 4.025 -1.954
C 2.094 -3.681 -0.678
F 0.081 0.318 2.564

---

31
Properties=species:S:1:pos:R:3 method="wB97M-V/def2-TZVPD" e_above_lowest_kcal_mol=49.73 gap_ev=9.45 total_charge=-1 multiplicity=1 e_homo_ev=-6.72
H -13.277 -10.878 -12.919
N -15.214 -12.469 -13.158
H -13.308 -17.112 -11.535
H -15.484 -14.370 -10.771
H -16.400 -9.768 -12.359
O -14.361 -13.116 -12.456
H -13.234 -12.284 -15.344
H -12.988 -14.026 -12.644
H -16.940 -11.586 -11.081
O -14.423 -9.654 -15.195
H -11.991 -11.639 -14.884
H -13.672 -11.309 -10.745
O -12.936 -10.341 -12.185
H -13.345 -15.714 -11.893
H -16.788 -14.095 -10.086
O -15.945 -14.467 -9.957
H -15.098 -11.468 -10.170
O -12.339 -12.190 -15.622
O -15.935 -11.650 -12.587
H -14.526 -9.581 -16.117
O -13.843 -16.348 -11.436
O -12.141 -14.463 -12.634
H -15.019 -10.214 -14.798
O -17.079 -9.078 -12.351
O -14.891 -12.318 -14.357
H -17.076 -8.682 -13.242
O -14.150 -11.442 -9.908
H -11.759 -13.907 -11.922
H -13.370 -9.496 -12.303
O -16.994 -11.232 -10.180
H -17.401 -10.370 -10.202

---

254
Properties=species:S:1:pos:R:3 method="wB97M-V/def2-TZVPD" e_above_lowest_kcal_mol=110.08 gap_ev=8.29 smiles="CCN(CC)CC.CCN(CC)CC.CCN(CC)CC.CCN(CC)CC.CCN(CC)CC.CCN(CC)CC.CCN(CC)CC.CCN(CC)CC.CCN(CC)CC.CCN(CC)CC.CCN(CC)CC.CN(C)C=O" multiplicity=1 e_homo_ev=-7.79
H -7.527 3.910 2.309
H -4.909 5.856 -3.111
H 0.609 -3.387 -0.899
H 1.053 4.437 -1.583
H -1.790 -2.085 -3.728
H 1.598 -1.406 2.096
H 2.137 6.412 1.184
C -0.806 1.261 -6.273
H 6.423 -3.202 3.143
H 2.705 6.244 2.764
C -5.033 2.563 -0.746
C -3.224 2.234 -2.291
H -3.909 -2.948 4.750
H -2.992 1.352 -1.692
H 4.428 2.172 -1.479
H 1.642 4.649 -4.559
H 6.889 -0.934 -0.856
H -1.119 -6.685 -3.408
H -6.704 3.975 0.755
C 3.518 -0.128 -5.731
H 2.685 -4.703 -1.946
H -5.477 -4.219 6.066
C -5.008 -4.664 5.185
H -8.598 -0.564 5.033
H 6.015 -4.351 1.885
H 2.189 -3.119 -0.168
H -8.411 0.247 1.364
C 1.197 5.483 -1.859
C -1.494 -4.434 -0.206
C 4.506 4.113 2.056
H -3.618 -6.447 3.784
C 3.253 3.480 -2.726
H -3.039 3.515 1.752
H 7.646 -3.657 2.000
H -4.801 0.648 2.255
H 4.822 0.109 0.429
H -0.654 -6.366 3.162
N -4.618 2.562 -2.141
N 3.279 4.876 -3.209
H 5.738 -0.939 -1.682
H -1.034 -1.996 2.646
C -4.377 5.060 -2.589
O 1.145 4.152 0.885
H -4.984 7.765 2.087
C -6.983 4.566 1.630
H -1.970 -3.796 0.548
C 0.376 0.307 -2.862
C -1.188 -2.487 -1.632
H 4.609 4.377 3.110
H -2.866 6.521 1.377
C -1.714 -6.537 2.960
H -4.429 5.270 -1.520
H -7.044 1.885 -1.169
H 5.579 -1.357 -3.442
C 1.014 0.484 -1.474
H -6.837 2.329 0.465
N -4.841 5.799 1.344
H 2.674 2.797 0.803
H -3.339 5.055 -2.919
H -5.022 8.784 -0.282
H 3.704 -0.963 -6.419
H -7.633 5.381 1.311
H -4.377 1.442 3.798
H 2.763 6.794 -2.442
H -6.957 3.605 -0.790
H 1.834 -0.228 -1.405
C 6.907 -0.314 0.040
C 6.582 -3.442 2.091
H 4.160 0.668 -6.108
C -5.240 7.190 1.181
H 3.361 3.160 -5.528
H 1.005 -1.981 0.475
C -7.415 0.736 3.249
N 3.262 4.635 1.520
H 2.042 -4.282 2.308
H -6.957 -0.696 1.630
H -2.572 3.069 -1.983
H -2.897 2.786 -4.365
H 4.067 -5.006 3.639
H -6.327 7.287 1.120
H 1.427 -0.722 -5.840
H -1.915 1.346 -3.777
H -3.319 5.674 2.815
C 0.744 0.127 0.855
N -6.720 0.140 4.381
H -1.626 1.977 -6.351
C 3.504 -4.090 3.879
H -0.409 1.037 -3.058
H -5.153 4.185 2.593
H 5.595 -4.310 5.840
H -6.890 -0.080 7.018
H -4.976 -5.747 5.283
H -6.146 3.823 -2.748
H 4.646 -3.072 -4.564
H 3.276 -6.569 4.789
C -1.026 1.225 -0.313
H 1.486 -1.970 -1.310
H -3.166 4.200 0.101
H 4.518 3.789 -0.921
C 4.468 3.204 -1.847
H -0.837 0.765 -5.301
C -3.652 -3.982 4.974
C -1.858 -2.357 3.261
H 3.154 -4.688 7.196
H 6.202 -2.742 0.172
H -3.144 1.295 0.268
C 6.135 -2.299 1.168
C -6.544 2.631 -0.542
H -7.506 -1.826 4.574
H -0.581 2.059 0.256
C -4.483 0.482 3.287
C 4.881 -2.702 7.105
H 0.524 -3.594 -0.012
H 3.384 -4.575 -5.958
C 5.708 0.633 0.058
C 3.486 -6.311 5.828
H -8.395 -1.086 2.530
C 2.309 -3.723 -2.284
H 1.152 0.484 -3.612
H -1.328 1.694 -1.249
H 4.586 4.466 -5.411
C 2.066 -4.106 3.387
H 2.332 -3.235 -5.379
H 2.304 3.232 -2.244
C 4.396 -2.547 -1.988
C 3.532 4.235 -5.565
H 0.045 0.233 1.689
H 4.571 -6.344 5.927
H 3.270 4.533 -6.582
H 4.321 -0.461 -2.586
H -1.384 -6.647 -1.672
C 1.505 -1.190 1.031
C -3.439 5.660 1.722
C -2.246 0.698 0.421
H -1.262 -2.014 -0.651
H 1.518 -3.905 -3.011
H 4.397 -3.286 7.886
H -5.029 3.447 -3.953
H -2.291 -6.262 5.019
C -1.120 -4.697 -2.632
H -0.101 -2.533 -1.824
H -1.554 -0.673 -2.672
N 3.359 -2.943 -2.935
C 2.665 5.731 -2.201
H -7.910 -1.540 7.128
H -1.942 -5.411 -0.032
H 5.909 -2.538 7.430
H -6.872 1.540 2.750
N -1.621 -3.891 -1.534
H 5.411 1.036 -0.915
C 2.960 -4.908 6.148
H 5.210 -3.251 -1.760
H 5.295 -2.830 4.989
H 1.720 0.571 -4.809
H 1.402 1.505 -1.323
H -2.933 -1.727 -2.361
C -5.427 -0.458 4.029
H 9.049 -0.093 2.657
H -2.352 -0.339 0.092
H -3.606 7.796 -0.217
H 0.479 -5.285 -0.372
H 1.387 1.014 0.970
C 8.126 0.479 2.761
H 3.882 6.609 1.452
H 3.986 -3.312 3.283
N -2.909 -4.539 3.845
C 4.883 -3.473 5.770
H 0.043 -4.785 1.283
C -7.542 -0.845 5.070
H 7.801 0.318 -0.024
H -1.012 -3.892 4.584
H 4.610 3.049 1.865
C 2.692 4.979 -4.547
C 2.888 -4.129 -5.095
H 4.369 -1.748 7.000
H 2.626 6.043 -4.794
H -4.982 -0.839 4.946
H 5.403 3.414 -2.363
H 5.324 4.627 1.537
N 3.558 -3.856 5.304
C -7.818 -0.251 2.132
C -0.011 -4.512 0.230
H -8.288 1.237 3.674
H 3.023 -7.070 6.458
H 2.212 -4.906 -4.741
H 3.392 2.830 -3.589
C 5.066 -1.251 -2.489
H -0.020 -4.712 -2.714
H 0.119 1.598 -9.336
C -1.625 -6.145 -2.609
H 2.533 -1.107 0.668
H -3.547 1.187 -4.229
H -5.891 5.644 3.198
H 0.424 2.651 -7.341
H 6.008 0.105 2.569
C 3.931 -3.714 -4.051
H 0.731 2.569 -5.587
C -2.835 4.383 1.121
H 4.422 -4.592 -3.609
H 1.355 -0.391 -8.194
C 2.038 0.195 -5.789
H -2.783 -2.240 2.692
N 0.024 0.215 -0.426
H 3.830 -0.481 -4.752
C 1.754 0.637 -8.155
H -4.598 1.698 -0.243
H -2.706 -6.117 -2.739
H -1.031 -4.200 2.889
C 2.303 3.806 1.046
H -2.115 0.677 1.505
H 2.806 0.459 -8.403
C 0.520 1.981 -6.485
H -1.876 -6.010 2.018
H 8.095 0.748 3.819
H 3.913 -2.266 -1.055
H 5.851 1.536 0.656
H 1.872 -4.842 6.086
H -1.937 -1.722 4.147
H -0.077 -0.678 -2.955
H 0.566 5.651 -2.734
C 1.623 -3.035 -1.096
H 1.650 2.479 -9.176
H 1.484 1.071 -10.261
C 1.204 1.489 -9.296
H -5.138 7.149 -0.915
H -1.862 -7.606 2.820
H -4.612 3.447 -0.230
C 2.999 6.032 1.729
N 7.080 -1.173 1.204
H -0.959 0.490 -7.034
H 8.136 1.380 2.152
H -6.285 -1.672 6.597
C -2.666 -5.977 4.029
H 5.126 -1.953 1.422
H 6.919 -1.157 3.301
H -1.465 -4.268 -3.573
C -5.701 5.076 2.275
C -7.161 -1.017 6.532
H 0.888 6.069 -0.998
H -5.706 -4.428 4.378
H -1.742 4.422 1.075
C -4.690 7.754 -0.127
H -3.079 -4.060 5.908
C 6.947 -0.456 2.468
C -5.071 3.733 -2.900
H 3.282 5.621 -1.305
C -1.901 -1.707 -2.718
H -5.642 -1.286 3.338
N 1.689 1.170 -6.803
H 1.596 -3.145 3.592
H 1.468 -4.915 3.811
H -3.464 0.119 3.143
C -1.663 -3.821 3.695
C -2.861 1.889 -3.747

---

Number 1: molar mass 129.986 g/mol, strongest force on any atom 0.085 hartree/bohr, E_tot -805.5146 Ha. Number 2: molar mass 881.321 g/mol, strongest force on any atom 0.008 hartree/bohr, E_tot -3611.1821 Ha. Number 3: molar mass 84.078 g/mol, strongest force on any atom 0.044 hartree/bohr, E_tot -301.3808 Ha. Number 4: molar mass 881.726 g/mol, strongest force on any atom 0.035 hartree/bohr, E_tot -2984.7862 Ha. Number 5: molar mass 224.139 g/mol, strongest force on any atom 0.114 hartree/bohr, E_tot -968.3921 Ha. Number 6: molar mass 1186.218 g/mol, strongest force on any atom 0.110 hartree/bohr, E_tot -3464.0552 Ha.